1.
Here is C24H27I3N3OPbS3 as an isolated structure from the OMol25 dataset. Energies are from wB97M-V/def2-TZVPD.

The geometry in XYZ format:
```
62
C24H27I3N3OPbS3 (wB97M-V/def2-TZVPD)
Pb -0.514 0.005 -0.025
C -3.759 -0.545 2.128
C -2.840 -1.313 3.069
S -1.048 -0.999 2.842
C -0.374 -2.695 2.741
C -0.897 -3.596 1.632
S -0.732 -2.908 -0.060
C -2.427 -3.085 -0.714
C -3.582 -2.467 0.056
S -3.458 -0.658 0.326
H -4.786 -0.873 2.294
H -3.714 0.525 2.333
H -3.081 -1.015 4.089
H -2.990 -2.388 2.994
H 0.698 -2.526 2.622
H -0.539 -3.173 3.707
H -0.320 -4.521 1.647
H -1.942 -3.859 1.781
H -2.348 -2.636 -1.704
H -2.609 -4.153 -0.835
H -4.488 -2.626 -0.530
H -3.730 -2.927 1.031
I 3.855 -3.643 -5.700
C 2.453 -2.575 -4.549
C 1.106 -2.642 -4.873
C 0.201 -1.957 -4.092
I -1.840 -1.976 -4.605
C 0.570 -1.189 -2.960
O -0.340 -0.587 -2.236
C 1.960 -1.109 -2.698
C 2.476 -0.209 -1.610
N 2.032 -0.619 -0.260
C 2.884 -0.086 0.814
C 2.403 1.209 1.434
C 3.309 2.151 1.907
C 2.831 3.263 2.580
C 1.462 3.402 2.768
C 0.632 2.433 2.239
N 1.091 1.368 1.584
C 2.871 -1.805 -3.483
H 0.767 -3.212 -5.726
H 3.570 -0.205 -1.652
H 2.131 0.813 -1.789
H 2.083 -1.633 -0.237
H 2.921 -0.822 1.623
H 3.912 0.053 0.464
H 4.371 2.008 1.756
H 3.517 4.009 2.957
H 1.049 4.243 3.306
H -0.447 2.504 2.337
H 3.930 -1.727 -3.262
I -3.444 5.813 0.381
C -1.771 4.751 -0.296
C -0.620 5.410 -0.700
C 0.458 4.650 -1.129
C 0.352 3.270 -1.100
N -0.749 2.640 -0.695
C -1.799 3.365 -0.321
H -0.566 6.490 -0.687
H 1.369 5.122 -1.468
H 1.179 2.643 -1.408
H -2.692 2.816 -0.039
```

## Properties
Net charge ... +1
Energy above the lowest of the compared OMol25 structures with the same formula, charge and spin ... 36.6 kJ/mol
Orbital gap ... 7.24 eV

These are the Mulliken partial charges, in e, on atoms 1 to 6: atom 1 (Pb): 0.9700, atom 2 (C): -0.7948, atom 3 (C): -0.8596, atom 4 (S): 0.0878, atom 5 (C): -0.7798, atom 6 (C): -0.9455

***

2.
Here is one molecule with the formula C24H27N5O2S from the OMol25 dataset. Energies are from wB97M-V/def2-TZVPD.

The geometry in XYZ format:
```
59
C24H27N5O2S (wB97M-V/def2-TZVPD)
C -0.532 -1.488 3.955
C -1.005 -1.646 2.542
C -1.967 -2.581 2.194
C -2.395 -2.704 0.884
C -1.886 -1.899 -0.122
C -2.323 -2.058 -1.544
C -0.923 -0.955 0.235
N -0.363 -0.086 -0.748
C 0.806 -0.354 -1.349
O 1.398 0.447 -2.072
C 1.409 -1.682 -1.077
C 2.769 -1.891 -0.989
S 3.037 -3.543 -0.692
N 1.402 -3.846 -0.725
N 0.711 -2.824 -0.923
C -0.963 1.234 -0.952
C -0.332 2.246 0.054
O -0.928 2.715 0.996
N 0.939 2.527 -0.268
C 1.810 3.311 0.588
C 2.252 2.494 1.810
C 3.138 1.324 1.395
C 4.362 1.833 0.640
C 3.934 2.615 -0.599
C 3.023 3.780 -0.213
C -2.456 1.237 -0.795
C -3.268 1.780 -1.788
C -4.636 1.812 -1.578
C -5.143 1.306 -0.392
C -4.248 0.795 0.534
N -2.944 0.764 0.341
C -0.485 -0.836 1.542
H -0.985 -2.233 4.604
H 0.551 -1.588 4.010
H -0.794 -0.497 4.326
H -2.388 -3.223 2.954
H -3.142 -3.445 0.636
H -3.217 -2.674 -1.603
H -1.531 -2.543 -2.113
H -2.530 -1.093 -2.002
H 3.560 -1.176 -1.081
H -0.687 1.551 -1.966
H 1.360 2.050 -1.057
H 1.227 4.172 0.937
H 2.804 3.149 2.487
H 1.363 2.141 2.334
H 2.572 0.643 0.753
H 3.449 0.764 2.281
H 5.001 0.996 0.350
H 4.945 2.483 1.297
H 3.417 1.944 -1.289
H 4.813 3.001 -1.118
H 3.585 4.489 0.398
H 2.687 4.303 -1.111
H -2.838 2.167 -2.700
H -5.294 2.225 -2.329
H -6.203 1.313 -0.191
H -4.583 0.388 1.479
H 0.259 -0.091 1.786
```

## Properties
Net charge ... 0
Energy above the lowest of the compared OMol25 structures with the same formula, charge and spin ... 132.9 kJ/mol
Orbital gap ... 8.60 eV
SMILES ... Cc1ccc(C)c(N(C(=O)c2csnn2)[C@H](C(=O)NC2CCCCC2)c2ccccn2)c1

These are the Mulliken partial charges, in e, on atoms 1 to 6: atom 1 (C): -1.5845, atom 2 (C): 0.6776, atom 3 (C): -1.0748, atom 4 (C): -1.2276, atom 5 (C): 1.4382, atom 6 (C): -1.6176

***

3.
Here is C24H27NORhSi as an isolated structure from the OMol25 dataset. Energies are from wB97M-V/def2-TZVPD.

The geometry in XYZ format:
```
55
C24H27NORhSi (wB97M-V/def2-TZVPD)
C 0.618 -3.172 0.222
C -0.579 -2.749 -0.488
C -0.139 -2.016 -1.658
H -1.610 -2.904 -0.181
C 1.274 -1.944 -1.671
C 1.755 -2.650 -0.500
H 2.810 -2.827 -0.289
H 0.635 -3.743 1.174
H -0.795 -1.647 -2.414
H 1.886 -1.436 -2.414
Rh 0.476 -1.245 0.056
C 2.161 0.610 0.088
H 2.991 -0.083 -0.300
H 2.493 0.963 1.097
H 2.154 1.446 -0.652
Si -1.238 0.678 -0.772
C -2.470 1.771 0.086
C -3.804 1.308 -0.015
H -3.984 0.310 -0.413
C -4.854 2.147 0.320
H -5.870 1.801 0.181
C -4.586 3.437 0.787
H -5.414 4.090 1.030
C -3.275 3.885 0.917
H -3.084 4.897 1.265
C -2.197 3.052 0.563
H -1.175 3.402 0.590
C -0.972 1.361 -2.535
C -2.046 2.092 -3.098
H -2.954 2.291 -2.492
C -1.958 2.529 -4.437
H -2.815 3.025 -4.880
C -0.798 2.305 -5.179
H -0.744 2.646 -6.211
C 0.274 1.621 -4.587
H 1.176 1.467 -5.171
C 0.179 1.096 -3.286
H 0.979 0.479 -2.840
H -2.108 -0.480 -0.854
H 1.135 0.339 0.117
O -0.008 -0.809 2.325
C 0.497 -1.642 3.434
C 1.963 -1.841 3.287
C 2.753 -2.114 4.417
C 4.131 -2.350 4.233
C 4.652 -2.230 2.946
C 3.787 -1.960 1.889
N 2.483 -1.691 2.074
H -0.979 -0.748 2.407
H 0.270 -1.138 4.373
H -0.001 -2.611 3.397
H 2.254 -2.183 5.377
H 4.781 -2.535 5.098
H 5.715 -2.412 2.730
H 4.172 -1.889 0.861
```

## Properties
2S+1 ... 5
Net charge ... +1
Orbital gap (spin up / spin down) ... 6.74 / 5.80 eV

These are the Mulliken partial charges, in e, on atoms 1 to 6: atom 1 (C): -0.6863, atom 2 (C): -0.8735, atom 3 (C): -0.5690, atom 4 (H): 0.4448, atom 5 (C): -0.8614, atom 6 (C): -0.2655

***

4.
Here is C24H27NOSiZn as an isolated structure from the OMol25 dataset. Energies are from wB97M-V/def2-TZVPD.

The geometry in XYZ format:
```
55
C24H27NOSiZn (wB97M-V/def2-TZVPD)
C -3.639 -2.355 2.333
C -3.504 -1.283 1.424
C -2.543 -1.655 0.392
H -4.073 -0.352 1.423
C -2.180 -3.044 0.674
C -2.816 -3.435 1.877
H -2.774 -4.424 2.342
H -4.319 -2.400 3.176
H -2.373 -1.136 -0.551
H -1.577 -3.676 0.021
Zn -0.562 -1.071 1.081
C 0.895 -0.884 -0.296
H 1.086 -1.567 -1.101
H 1.738 -0.773 0.393
H 0.244 -0.008 -0.591
Si 2.161 1.126 -1.662
C 1.642 2.924 -1.821
C 0.289 3.273 -2.038
H -0.455 2.494 -2.246
C -0.129 4.614 -1.987
H -1.182 4.872 -2.163
C 0.807 5.625 -1.716
H 0.482 6.666 -1.661
C 2.153 5.292 -1.518
H 2.886 6.087 -1.333
C 2.566 3.947 -1.555
H 3.613 3.684 -1.381
C 1.732 0.369 -3.339
C 1.607 1.167 -4.507
H 1.826 2.240 -4.458
C 1.199 0.620 -5.739
H 1.094 1.264 -6.622
C 0.926 -0.752 -5.841
H 0.565 -1.175 -6.780
C 1.150 -1.580 -4.733
H 0.993 -2.663 -4.820
C 1.596 -1.028 -3.522
H 1.840 -1.705 -2.700
H 1.694 1.100 -0.219
H 3.547 0.615 -1.273
O -1.162 0.648 2.349
C -1.016 0.461 3.775
C -0.582 -0.950 4.071
C -0.492 -1.354 5.404
C -0.153 -2.668 5.700
C 0.037 -3.562 4.638
C -0.083 -3.089 3.327
N -0.327 -1.788 3.043
H -1.722 1.433 2.173
H -0.263 1.168 4.147
H -1.981 0.656 4.261
H -0.698 -0.588 6.157
H -0.037 -2.994 6.731
H 0.259 -4.610 4.790
H 0.012 -3.775 2.474
```

## Properties
Net charge ... 0
Energy above the lowest of the compared OMol25 structures with the same formula, charge and spin ... 0.0 kJ/mol
Orbital gap ... 7.03 eV

These are the Mulliken partial charges, in e, on atoms 1 to 6: atom 1 (C): -0.6213, atom 2 (C): -1.0815, atom 3 (C): -0.1449, atom 4 (H): 0.4605, atom 5 (C): -0.6525, atom 6 (C): -0.6821

***

Calculated largest force on an atom (hartree/bohr), listed in the same order as above: 0.01497, 0.03265, 0.25230, 0.03911
Calculated calculated total energy (a.u.), listed in the same order as above: -3450.58302, -1753.22791, -1460.23196, -3129.40194